120
Properties=species:S:1:pos:R:3:lowdin_charge:R:1 method="wB97M-V/def2-TZVPD" total_energy_ha=-3354.201606 fmax_ha_per_bohr=0.0234 mol_weight_g_mol=1041.3 total_charge=+2
Ir 0.2720 0.8570 0.3616 1.38
O -2.6582 2.7484 -1.6061 0.15
C -1.6078 2.3931 -1.1442 -0.41
N -1.4298 1.6898 0.0378 -0.07
C -2.3932 1.6013 1.0236 -0.45
O -3.3414 2.3231 1.1873 0.14
C -2.0776 0.4283 1.9192 -0.18
C -3.0144 -0.1277 2.7653 0.04
C -2.6491 -1.2262 3.5252 0.00
C -1.3606 -1.7317 3.4092 -0.02
C -0.4752 -1.1283 2.5376 -0.11
N -0.8273 -0.0605 1.8105 -0.08
C -0.2873 2.6522 -1.8157 -0.16
C -0.2292 3.4067 -2.9682 0.04
C 0.9984 3.6060 -3.5734 -0.01
C 2.1196 3.0363 -2.9934 -0.01
C 1.9850 2.2870 -1.8402 -0.09
N 0.8019 2.0921 -1.2405 -0.03
H -4.0016 0.3136 2.8038 0.14
H -3.3578 -1.6848 4.2022 0.13
H -1.0432 -2.5982 3.9739 0.12
H 0.5360 -1.4900 2.4009 0.12
H -1.1530 3.8112 -3.3599 0.14
H 1.0805 4.1909 -4.4799 0.13
H 3.1016 3.1666 -3.4270 0.12
H 2.8445 1.8391 -1.3830 0.10
C 4.7239 -1.6691 -1.1291 0.03
N 4.4989 -0.4971 -0.2765 -0.02
C 5.5193 0.2011 0.2833 -0.02
C 5.2877 1.3046 1.0166 0.01
C 3.9253 1.7025 1.1885 -0.36
N 2.9113 0.9736 0.7191 0.11
C 3.1916 -0.0980 -0.0619 -0.54
O 2.2701 -0.6878 -0.6029 -0.01
N 3.6385 2.8637 1.7694 0.20
H 5.7854 -1.8997 -1.1264 0.10
H 4.3915 -1.4601 -2.1440 0.09
H 4.1581 -2.5138 -0.7432 0.09
H 6.5164 -0.1667 0.0836 0.14
H 6.1006 1.8841 1.4267 0.12
H 4.3598 3.4597 2.1335 0.13
H 2.6734 3.1533 1.7978 0.07
N 0.5020 2.3898 1.7446 -0.41
S 0.6249 2.0529 3.3406 1.10
C 1.6039 3.2917 4.1698 -0.41
C 1.2193 4.6282 4.2313 -0.06
C 2.0410 5.5324 4.8829 -0.04
C 3.2229 5.1019 5.4770 -0.04
C 3.5858 3.7636 5.4312 -0.06
C 2.7769 2.8502 4.7696 -0.10
C -0.9190 2.3418 4.1723 -0.41
C -1.0943 1.6222 5.3488 -0.08
C -2.2529 1.8162 6.0845 -0.05
C -3.2172 2.7106 5.6360 -0.04
C -3.0261 3.4215 4.4582 -0.04
C -1.8667 3.2455 3.7191 -0.09
H -0.0342 3.2304 1.5471 0.04
H 0.2904 4.9664 3.7919 0.11
H 1.7501 6.5725 4.9442 0.12
H 3.8556 5.8138 5.9907 0.12
H 4.4927 3.4280 5.9168 0.12
H 3.0464 1.8014 4.7335 0.11
H -0.3343 0.9280 5.6909 0.12
H -2.4024 1.2696 7.0062 0.12
H -4.1235 2.8559 6.2091 0.12
H -3.7787 4.1153 4.1088 0.13
H -1.7411 3.7905 2.7918 0.11
O -0.4506 -0.9324 -0.6472 -0.44
P -1.0146 -1.8369 -1.7567 0.92
C -0.5729 -1.2411 -3.4357 -0.30
C 0.6819 -0.3531 -3.5103 -0.18
C 1.9873 -1.0969 -3.7776 -0.20
C 1.8676 -2.0150 -4.9866 -0.18
C 0.7400 -3.0193 -4.7781 -0.18
C -0.5949 -2.3091 -4.5539 -0.18
C -2.8331 -1.8957 -1.6230 -0.33
C -3.5616 -2.8288 -2.6181 -0.17
C -4.0132 -2.1507 -3.9124 -0.19
C -4.8495 -0.9132 -3.6149 -0.19
C -4.0321 0.0945 -2.8182 -0.19
C -3.5160 -0.5129 -1.5115 -0.16
C -0.4861 -3.5814 -1.5599 -0.32
C -1.3523 -4.4468 -0.6218 -0.18
C -1.1563 -4.1055 0.8469 -0.19
C 0.3063 -4.3024 1.2345 -0.19
C 1.2178 -3.4568 0.3488 -0.20
C 0.9926 -3.7384 -1.1419 -0.16
H -1.4257 -0.5796 -3.6111 0.10
H 0.7707 0.2027 -2.5845 0.05
H 0.5198 0.3694 -4.3179 0.13
H 2.2639 -1.6725 -2.8922 0.07
H 2.7857 -0.3648 -3.9343 0.11
H 2.8104 -2.5327 -5.1716 0.12
H 1.6520 -1.4155 -5.8779 0.12
H 0.9813 -3.6689 -3.9322 0.10
H 0.6465 -3.6643 -5.6527 0.12
H -1.3837 -3.0409 -4.3740 0.09
H -0.8630 -1.7974 -5.4830 0.13
H -2.9118 -2.3461 -0.6268 0.11
H -4.4591 -3.1972 -2.1120 0.13
H -2.9570 -3.7116 -2.8389 0.10
H -4.5901 -2.8688 -4.4972 0.12
H -3.1558 -1.8631 -4.5254 0.09
H -5.7330 -1.2037 -3.0357 0.12
H -5.2072 -0.4640 -4.5421 0.12
H -4.6323 0.9710 -2.5723 0.12
H -3.2061 0.4653 -3.4332 0.10
H -4.3716 -0.6275 -0.8385 0.13
H -2.8266 0.1747 -1.0323 0.06
H -0.6227 -3.9724 -2.5725 0.10
H -1.0416 -5.4848 -0.7776 0.13
H -2.4042 -4.4036 -0.9001 0.10
H -1.8028 -4.7352 1.4621 0.12
H -1.4512 -3.0662 1.0153 0.08
H 0.5578 -5.3613 1.1170 0.12
H 0.4678 -4.0580 2.2891 0.10
H 2.2637 -3.6607 0.5935 0.11
H 1.0383 -2.3976 0.5339 0.06
H 1.2812 -4.7719 -1.3564 0.13
H 1.6399 -3.0971 -1.7392 0.08